[1]
{"formula": "C10H16NO3", "method": "wB97M-V/def2-TZVPD", "total_charge": -1, "smiles": "C#CCCC[C@@](N)(C[C@@H](C)O)C(=O)[O-]", "relative_energy_kcal_mol": 71.1, "homo_lumo_gap_ha": 0.257, "homo_energy_ev": -3.96, "species": ["C", "C", "C", "C", "C", "C", "N", "C", "C", "C", "O", "C", "O", "O", "H", "H", "H", "H", "H", "H", "H", "H", "H", "H", "H", "H", "H", "H", "H", "H"], "positions_angstrom": [[4.0362, -0.6374, 0.2855], [3.4116, 0.3721, 0.0995], [2.5113, 1.5089, -0.0776], [1.2649, 1.1802, -0.9304], [0.7587, -0.2649, -0.8971], [0.0892, -0.7858, 0.3958], [0.3450, 0.0158, 1.6029], [-1.4370, -0.8828, 0.2266], [-2.1753, 0.3290, -0.3121], [-3.6896, 0.0810, -0.3797], [-1.8780, 1.4656, 0.5122], [0.5624, -2.2777, 0.6898], [1.2656, -2.8186, -0.1890], [0.1286, -2.7576, 1.7392], [4.5797, -1.5458, 0.3899], [3.0605, 2.3336, -0.5432], [2.2146, 1.8699, 0.9081], [1.4970, 1.4200, -1.9711], [0.4660, 1.8618, -0.6239], [0.0455, -0.3401, -1.7248], [1.5619, -0.9507, -1.1552], [0.1050, 0.9871, 1.4637], [1.3028, -0.0829, 1.9092], [-1.8428, -1.1597, 1.2010], [-1.6619, -1.7080, -0.4572], [-1.8248, 0.5532, -1.3257], [-4.1421, 0.4430, 0.5470], [-3.9128, -0.9826, -0.4443], [-4.1544, 0.6017, -1.2177], [-2.4878, 2.1719, 0.2785]], "forces_ev_per_a": [[0.0227, 0.2614, -0.1850], [0.0712, -0.2978, 0.1832], [0.0950, 0.1197, -0.0779], [-0.1890, -0.0066, 0.1097], [-0.0143, 0.2151, -0.1901], [0.0339, 0.1346, 0.1078], [-0.0486, -0.1350, -0.0307], [-0.0810, -0.0459, 0.0526], [-0.0592, -0.1376, -0.1451], [0.1501, 0.1392, 0.3458], [-0.1543, 0.1721, 0.0472], [0.0154, 0.2978, -0.5310], [0.1655, -0.1464, -0.1474], [-0.2286, -0.3344, 0.7168], [-0.0905, 0.0195, 0.0552], [-0.0071, -0.0090, -0.0016], [-0.0060, -0.0845, 0.0263], [0.0385, -0.0097, -0.0423], [0.0170, 0.0649, -0.0289], [-0.0081, -0.1335, -0.0254], [0.0811, -0.0311, 0.0786], [0.0614, 0.0325, -0.0140], [0.0366, 0.0015, -0.0214], [-0.0211, 0.0060, 0.0374], [0.0601, -0.0066, -0.0498], [0.0972, -0.0311, -0.0420], [-0.0242, -0.0424, 0.0123], [0.0078, -0.0290, -0.1647], [-0.0551, 0.0127, -0.0373], [0.0335, 0.0037, -0.0381]]}

=====

[2]
{"formula": "C5H8O", "method": "wB97M-V/def2-TZVPD", "relative_energy_kcal_mol": 137.4, "homo_lumo_gap_ha": [0.283, 0.283], "homo_energy_ev": [-7.07, -7.07], "species": ["O", "C", "C", "C", "C", "C", "H", "H", "H", "H", "H", "H", "H", "H"], "positions_angstrom": [[-0.9568, 0.9952, -1.3136], [-1.6043, 0.0495, -0.7083], [-0.9400, -1.0081, 0.0005], [1.0722, -0.2763, -0.3108], [0.5774, 0.5147, 0.9333], [-0.6489, -0.2922, 1.1842], [-0.0071, 0.5533, -1.2946], [-2.6853, 0.0577, -0.8215], [-1.4905, -1.9552, 0.0561], [1.8174, 0.2400, -0.9450], [1.4986, -1.2403, -0.0258], [1.2536, 0.5484, 1.8032], [0.3773, 1.5644, 0.6531], [-1.0821, -0.5214, 2.1548]], "forces_ev_per_a": [[0.0872, -0.2087, 0.1072], [-0.0435, 0.0800, -0.0783], [-0.2708, 0.0434, 0.0663], [0.3292, -0.0829, 0.0841], [-0.0988, 0.0627, -0.0426], [0.0925, -0.0545, 0.1169], [-0.0346, 0.1348, 0.0173], [0.1226, -0.0309, 0.0894], [0.1059, 0.0775, -0.0466], [-0.1362, -0.0761, 0.0083], [-0.0882, 0.1379, -0.0262], [-0.1498, 0.0071, -0.1448], [0.0308, -0.1167, 0.0279], [0.0535, 0.0265, -0.1790]]}

=====

[3]
{"formula": "C11H14NP", "method": "wB97M-V/def2-TZVPD", "relative_energy_kcal_mol": 97.3, "homo_lumo_gap_ha": 0.287, "homo_energy_ev": -7.20, "species": ["C", "C", "C", "C", "C", "C", "C", "C", "C", "C", "C", "N", "P", "H", "H", "H", "H", "H", "H", "H", "H", "H", "H", "H", "H", "H", "H"], "positions_angstrom": [[-1.3761, 1.1298, -0.4982], [-1.8309, -1.1501, 0.2194], [-0.0853, 0.7516, -0.5775], [-0.5308, -1.4290, 0.0727], [-2.2694, 0.1423, -0.0970], [0.3634, -0.5365, -0.3492], [-4.5892, -0.4240, 0.3958], [3.5579, 1.2404, -0.9473], [-3.7073, 0.3579, -0.1004], [2.7872, 0.7636, -0.0209], [2.2508, 1.3760, 1.2669], [1.7124, -0.7961, -0.4235], [2.4168, -2.3425, 0.0681], [-1.9047, 2.0407, -0.5843], [-2.6165, -1.9250, 0.5147], [0.6824, 1.4475, -0.8126], [-0.1938, -2.4432, 0.3535], [-5.5791, -0.1232, 0.5449], [-4.2060, -1.2961, 1.0191], [3.6513, 0.6300, -1.8447], [4.1678, 2.1255, -0.8682], [-3.9340, 1.3477, -0.5469], [2.9799, 1.7931, 1.9518], [1.8484, 0.3972, 1.7007], [1.3386, 1.9721, 1.1529], [1.4873, -2.9467, -0.8797], [3.5789, -2.1031, -0.7103]], "forces_ev_per_a": [[-1.8480, -1.8968, 1.0019], [-2.8608, 0.3446, -0.1160], [1.3530, 1.2556, -0.7941], [0.1929, -4.4305, 1.3645], [-0.5900, -1.8458, 0.1016], [1.9821, 2.0878, 0.1801], [-0.3586, -2.7652, 2.8123], [0.6039, -1.3261, -1.4140], [2.0144, 3.4055, -1.4954], [-3.4678, -1.2658, 0.8842], [-0.8628, -3.3011, 0.0897], [3.3511, 2.9029, 0.3155], [-1.1578, 1.0844, -0.4373], [0.6211, 1.4851, -0.6221], [1.6767, 1.0596, -0.4485], [0.3192, 0.6668, -0.4065], [-0.1654, 0.5476, -0.1695], [-1.4704, 0.0999, -0.1752], [-1.0615, 0.9919, -1.0643], [0.1569, 0.3065, -0.0186], [-0.0965, 0.1774, 0.2901], [-0.4974, -0.6603, 0.2103], [0.1787, 0.1761, -0.2331], [0.4318, 1.5262, 0.4382], [0.6022, 0.1938, -0.2088], [1.1309, -0.3533, 0.2158], [-0.1776, -0.4666, -0.3010]]}